# 1
Molecular formula: C5H6N
Method: DFT, the ωB97M-V functional and the def2-TZVPD basis

Structure (XYZ):
```
12
Properties=species:S:1:pos:R:3:nbo_charge:R:1
C -0.9346 -0.4599 -0.0042 -0.219
C -0.1132 -1.6407 -0.1243 0.272
C -2.2456 -0.1434 -0.1060 -0.124
C 1.2885 0.3403 -0.4869 -0.178
C 0.3511 0.0738 0.6271 0.001
N 1.1464 -1.0309 0.0654 -0.419
H -2.6184 0.5816 0.4461 0.209
H -2.8420 -0.5933 -0.7381 0.220
H 0.9799 0.5989 -1.4167 0.255
H 2.1688 0.7951 -0.1611 0.254
H 0.3699 0.2447 1.6115 0.262
H 1.9019 -1.5327 0.4745 0.467
```

## Properties
E_LUMO	-5.740	eV
charge	+1
highest occupied orbital energy	-13.9	eV


# 2
Molecular formula: C5H6N
Method: DFT, the ωB97M-V functional and the def2-TZVPD basis

Structure (XYZ):
```
12
Properties=species:S:1:pos:R:3:nbo_charge:R:1
C 0.5331 -1.4672 2.2637 0.123
C -0.8603 0.0253 0.7178 -0.338
C -0.0684 -0.1158 1.9847 -0.174
C -0.3728 0.2158 -0.4157 0.576
C 0.1320 0.1700 -1.7063 -0.786
N -0.5844 -1.2567 2.7661 -0.229
H 1.2767 -2.1429 2.2041 0.234
H -2.0305 0.1337 0.9035 0.374
H 0.4473 0.7136 2.4174 0.251
H 0.9248 -0.5232 -1.5897 0.317
H 0.4663 1.2390 -1.9281 0.296
H -0.6355 -0.1640 -2.4793 0.356
```

## Properties
E_LUMO	-6.712	eV
charge	+1
highest occupied orbital energy	-14.7	eV


# 3
Molecular formula: C5H6N
Method: DFT, the ωB97M-V functional and the def2-TZVPD basis

Structure (XYZ):
```
12
Properties=species:S:1:pos:R:3:mulliken_spin:R:1
C 0.0179 -0.5970 0.8736 0.236
C 0.1774 -1.3337 -0.2408 0.694
C 1.1719 0.3566 1.5187 0.906
C 0.3493 -2.0895 -1.2789 -0.033
C -0.3641 1.9607 0.1796 0.020
N 0.2811 0.9052 0.8045 0.053
H -0.7195 -0.8801 1.5246 0.016
H 0.9962 -2.8513 -1.2944 0.050
H -0.3967 -2.0739 -1.9595 0.052
H 0.0199 1.9222 -0.9599 -0.006
H -0.1534 2.8873 0.6196 0.009
H -1.3799 1.7936 0.2128 0.003
```

## Properties
E_LUMO (alpha / beta)	-4.854 / -8.915	eV
charge	+1
<S²>	2.015
2S+1	3
highest occupied orbital energy (alpha / beta)	-12.5 / -15.4	eV


# 4
Molecular formula: C5H6N2
Method: DFT, the ωB97M-V functional and the def2-TZVPD basis

Structure (XYZ):
```
13
Properties=species:S:1:pos:R:3:nbo_charge:R:1
C -1.7715 -0.4669 0.0720 -0.220
C -1.4193 1.0392 0.1220 -0.473
C -0.0240 0.4646 0.0832 0.402
N 1.2358 1.0362 0.0458 -0.523
C 2.0950 0.0772 -0.1208 -0.030
C 2.2139 -1.2052 -0.5192 0.000
N -0.3120 -0.7926 0.0642 -0.458
H -2.2903 -0.8038 -0.8305 0.194
H -2.2841 -0.8615 0.9566 0.192
H -1.7212 1.6351 -0.7449 0.226
H -1.6889 1.5643 1.0437 0.226
H 3.2096 0.2031 -0.2554 0.268
H 2.7368 -1.9624 0.0719 0.197
```

## Properties
E_LUMO	-0.580	eV
charge	0
highest occupied orbital energy	-9.0	eV


# 5
Molecular formula: C5H6N2
Method: DFT, the ωB97M-V functional and the def2-TZVPD basis

Structure (XYZ):
```
13
Properties=species:S:1:pos:R:3:nbo_charge:R:1
N 2.6584 -0.4516 1.4964 -0.298
C 2.0129 -0.3223 0.5421 0.245
C 1.2811 0.0169 -0.6407 -0.195
C -0.1115 -0.2200 -0.9188 -0.092
C -0.8976 -0.6492 0.2889 -0.436
C -1.1372 0.8279 0.5274 -0.210
N 0.0297 1.1720 -0.4585 -0.344
H 1.9378 -0.0028 -1.5324 0.265
H -0.4434 -0.3565 -1.9446 0.214
H -1.7110 -1.3272 0.0771 0.219
H -0.2212 -1.0401 1.0572 0.223
H -2.0542 1.1552 -0.0021 0.205
H -1.2103 1.2117 1.5551 0.204
```

## Properties
E_LUMO	0.475	eV
charge	0
highest occupied orbital energy	-9.4	eV


# 6
Molecular formula: C5H6N2
Method: DFT, the ωB97M-V functional and the def2-TZVPD basis

Structure (XYZ):
```
13
Properties=species:S:1:pos:R:3:nbo_charge:R:1
C 2.1676 0.1497 -0.4140 -0.244
C 1.3284 -0.9635 -0.4423 -0.020
N 0.0721 -0.4970 -0.2875 -0.378
C 0.1772 0.8572 -0.1968 0.368
N 1.3822 1.3272 -0.2328 -0.442
C -1.2882 1.0277 0.1591 -0.437
C -1.3095 -0.5402 0.2118 -0.184
H 2.5705 -0.3525 0.5025 0.243
H 1.6613 -1.9849 -0.5439 0.224
H -1.9133 1.4529 -0.6263 0.230
H -1.4724 1.5341 1.1085 0.230
H -1.9892 -1.0568 -0.4629 0.205
H -1.3868 -0.9539 1.2246 0.206
```

## Properties
E_LUMO	0.730	eV
charge	0
highest occupied orbital energy	-8.3	eV


# 7
Molecular formula: C5H6N2
Method: DFT, the ωB97M-V functional and the def2-TZVPD basis

Structure (XYZ):
```
13
Properties=species:S:1:pos:R:3:nbo_charge:R:1
C 1.1820 -1.7628 0.0159 -0.027
N -0.0208 -1.5366 -0.1137 -0.348
C -0.5418 -0.2110 0.0397 -0.040
C -1.9813 0.0124 0.1130 0.284
N -3.0822 0.2906 -0.1161 -0.326
C 0.0105 0.9793 -0.7345 -0.378
C 0.1566 0.9565 0.7441 -0.406
H 1.4136 -2.7327 0.1541 0.173
H 2.0429 -1.0231 0.1585 0.137
H -0.7257 1.8261 -1.1398 0.243
H 0.8072 0.7466 -1.3952 0.223
H 1.1036 0.6594 1.0910 0.217
H -0.3645 1.7953 1.1832 0.248
```

## Properties
E_LUMO	0.824	eV
charge	0
highest occupied orbital energy	-10.3	eV


# 8
Molecular formula: C5H6N2
Method: DFT, the ωB97M-V functional and the def2-TZVPD basis

Structure (XYZ):
```
13
Properties=species:S:1:pos:R:3:nbo_charge:R:1
C 1.0142 -1.5469 0.1013 -0.165
C 1.0563 -1.7812 -1.1822 0.221
C 0.6208 -0.1461 -0.4889 -0.133
C -0.6771 0.6664 1.5362 -0.616
C -0.6768 0.3955 -0.0075 -0.383
N 1.0345 -1.2717 -2.3711 -0.177
N 0.6794 -0.1216 -2.0055 -0.094
H 1.3546 0.5640 -0.3262 0.252
H -0.8339 -0.3454 1.9965 0.233
H -1.5108 1.3626 1.6717 0.214
H 0.1357 1.2773 1.9439 0.217
H -0.7742 1.2841 -0.5541 0.217
H -1.4227 -0.3370 -0.3141 0.215
```

## Properties
E_LUMO	-0.264	eV
charge	0
highest occupied orbital energy	-10.1	eV